Entry 1:
ORCA calculation (wB97M-V/def2-TZVPD) on C34H34N6O5Tl as an isolated structure.

The geometry in ORCA input format:
```
! RIJCOSX wB97M-V def2-TZVPD def2/J DEFGRID3
* xyz -1 1
Tl 0.37679 -0.74191 -0.36277
C -0.81972 2.02202 1.71858
C 0.20201 1.37766 2.65745
C 1.58538 1.96942 2.54197
C 2.39589 2.12650 3.66264
C 3.69380 2.58798 3.50226
C 4.13969 2.89400 2.22495
C 3.25658 2.73566 1.17022
N 2.01723 2.27404 1.31498
N -1.83634 1.08064 1.28007
C -2.72752 1.67967 0.30348
C -2.08042 1.97254 -1.03143
C -2.09494 3.24956 -1.58000
C -1.64047 3.42547 -2.88024
C -1.18553 2.32652 -3.58963
C -1.15877 1.09705 -2.94398
N -1.58875 0.92989 -1.70005
C -2.55098 0.42364 2.36763
C -2.11076 -1.00936 2.63164
C -2.36458 -1.61907 3.85713
C -2.00335 -2.94511 4.03221
C -1.39534 -3.62391 2.98661
C -1.15797 -2.92995 1.81101
N -1.50987 -1.65826 1.64431
H -0.28455 2.36315 0.83199
H -1.27691 2.90389 2.20773
H 0.27866 0.32021 2.38225
H -0.12210 1.42797 3.69846
H 2.01834 1.89178 4.64958
H 4.34607 2.71117 4.35708
H 5.14556 3.25212 2.05302
H 3.54656 2.97917 0.15225
H -3.19076 2.60676 0.68678
H -3.52241 0.96052 0.09550
H -2.45754 4.09035 -1.00188
H -1.64893 4.40839 -3.33474
H -0.85061 2.42014 -4.61332
H -0.78473 0.20513 -3.43857
H -3.61576 0.38211 2.11965
H -2.47619 0.99534 3.30227
H -2.83244 -1.06432 4.66191
H -2.18413 -3.44135 4.97745
H -1.10021 -4.65926 3.08507
H -0.66123 -3.39578 0.96402
O -5.50268 -3.79430 -4.12220
C -4.32238 -4.16811 -4.28377
O -3.84133 -5.03231 -5.03728
C -3.28390 -3.42722 -3.38530
C -3.71379 -2.65798 -2.30942
C -2.77115 -2.03390 -1.51574
N -1.46043 -2.12702 -1.73594
C -1.03701 -2.85769 -2.76835
C -1.91762 -3.52237 -3.61456
C 0.48057 -2.93825 -2.95467
O 0.91891 -3.28882 -4.05233
O 1.16731 -2.61924 -1.92846
H -4.77435 -2.56471 -2.11705
H -3.05326 -1.43451 -0.65387
H -1.54455 -4.11710 -4.43543
O 3.67587 -0.91609 1.34230
C 4.49753 -0.53485 0.23677
C 4.26735 -1.50504 -0.93136
C 3.93183 -0.90378 -2.32846
C 3.54170 0.54269 -2.36925
C 4.45944 1.48557 -2.84468
C 4.11401 2.82283 -2.90305
C 2.84785 3.20229 -2.48761
C 1.99476 2.21084 -2.03239
N 2.31464 0.92183 -1.97492
H 3.53764 -0.14263 1.89833
H 5.54705 -0.55542 0.55714
H 4.26502 0.49195 -0.05303
H 3.44188 -2.15606 -0.64657
H 5.14884 -2.13669 -1.04031
H 3.09549 -1.48691 -2.72315
H 4.79342 -1.04048 -2.98265
H 5.44464 1.15816 -3.15031
H 4.82262 3.55568 -3.26982
H 2.52813 4.23547 -2.52040
H 0.99293 2.46322 -1.69664
*
```

Summary:
HOMO-LUMO gap (eV): 6.4
Relative energy (zero: lowest compared OMol25 entry of this formula, charge and spin) (eV): 0.0000
E_HOMO (eV): -4.5

Löwdin atomic charge list, values in e, 2 entries: 0.905, -0.201



Entry 2:
ORCA calculation (wB97M-V/def2-TZVPD) on C34H34N7NaS as an isolated structure in a non-equilibrium geometry.

The geometry in ORCA input format:
```
! RIJCOSX wB97M-V def2-TZVPD def2/J DEFGRID3
* xyz -2 1
Na -0.37609 1.01580 -0.13687
C -0.11938 -3.71515 4.58881
C -1.19946 -2.61205 4.73998
N -1.69800 -2.22433 3.40195
C -1.07282 -1.43703 2.46780
S -1.71586 -1.40259 0.88042
N -0.00085 -0.77561 2.97230
N 0.63822 0.04487 2.17186
C 1.75251 0.61239 2.55305
C 2.24265 0.53576 3.96898
C 2.54503 1.37260 1.61913
C 3.91368 1.54360 1.84767
C 4.61387 2.43894 1.05304
C 3.96195 3.18043 0.04485
C 2.62899 2.84406 -0.18515
N 1.94071 1.92101 0.50413
H 0.18049 -4.01341 5.62696
H 0.80391 -3.30772 4.16559
H -0.44506 -4.53383 3.96435
H -0.74385 -1.72570 5.14612
H -2.02731 -2.85935 5.41770
H -2.51908 -2.67647 3.00453
H 1.33025 0.40369 4.57923
H 2.73710 1.43911 4.27066
H 2.90148 -0.29079 4.06247
H 4.41831 1.00977 2.68881
H 5.65849 2.60863 1.25645
H 4.44146 3.95213 -0.53548
H 2.08301 3.38965 -0.94585
C 4.03066 -2.12030 -1.16289
C 2.62703 -2.57382 -0.78538
C 1.92359 -3.24221 -1.93059
C 2.20069 -4.63088 -2.09795
C 1.55325 -5.34187 -3.12225
C 0.57867 -4.71441 -3.86413
C 0.28047 -3.30801 -3.75378
C -0.87854 -2.77400 -4.55805
C -0.95085 -3.21759 -6.02327
C 0.96044 -2.54937 -2.76724
N 0.91962 -1.19532 -2.68788
C 0.72985 -0.42332 -3.72316
C 0.18099 0.88755 -3.68553
C -0.15648 1.74231 -4.82745
C -0.77120 2.86289 -4.28360
C -0.80858 2.70746 -2.90291
N -0.16196 1.55421 -2.52600
H 4.56738 -1.66580 -0.30936
H 4.05005 -1.35028 -1.92409
H 4.61149 -2.95968 -1.61414
H 2.03561 -1.67939 -0.48738
H 2.61525 -3.22258 0.06551
H 2.91873 -5.04713 -1.39437
H 1.64696 -6.44941 -3.28046
H 0.15128 -5.27425 -4.72527
H -0.94809 -1.68003 -4.46728
H -1.82228 -3.15959 -4.07586
H 0.01914 -3.15585 -6.54074
H -1.70339 -2.61331 -6.59653
H -1.31998 -4.27388 -6.12997
H 0.95887 -0.74052 -4.75499
H -0.07699 1.49543 -5.89277
H -1.15816 3.74804 -4.83913
H -1.19201 3.38081 -2.13461
N -7.22489 6.66110 4.90827
C -6.43014 5.95285 4.42860
C -5.50041 5.12666 3.74253
C -4.10991 5.40650 3.74859
C -3.30930 4.87926 2.79502
C -3.75300 4.01579 1.81148
C -5.09119 3.67350 1.88134
C -5.93782 4.16094 2.82228
C -2.84133 3.35478 0.97870
C -1.86021 2.90386 0.34542
H -3.73512 6.15370 4.43819
H -2.22515 5.09962 2.78459
H -5.47301 2.93471 1.18063
H -6.99441 3.92245 2.74440
*
```

Summary:
HOMO-LUMO gap (eV): 5.8
E_HOMO (eV): -1.9

Löwdin atomic charge list, values in e, 2 entries: 0.095, -0.103



Entry 3:
ORCA calculation (wB97M-V/def2-TZVPD) on C34H35AuCl2N6O2 as an isolated structure.

The geometry in ORCA input format:
```
! RIJCOSX wB97M-V def2-TZVPD def2/J DEFGRID3
* xyz 0 1
Au 0.15037 -0.20409 0.08196
Cl -3.70365 3.57351 0.67961
C -3.73959 1.87515 1.01565
C -4.90531 1.31608 1.52867
C -4.98621 -0.02566 1.78648
Cl -6.46773 -0.69323 2.40994
C -3.88046 -0.86340 1.53996
C -3.90317 -2.25673 1.75399
C -2.80008 -3.01141 1.48624
C -1.63818 -2.38028 1.03394
N -1.58010 -1.07678 0.84477
C -2.68455 -0.28086 1.04112
C -2.57601 1.13575 0.73615
O -1.51850 1.63328 0.26034
H -5.75789 1.95477 1.71529
H -4.80955 -2.71205 2.12847
H -2.79335 -4.08213 1.62843
H -0.74059 -2.94669 0.84588
C 5.20309 1.37041 -1.74165
C 4.25981 0.16438 -1.86951
C 4.07173 -0.47850 -0.49901
C 3.04122 0.55650 -2.70277
C 3.23875 0.56718 -4.08371
C 2.28994 1.07269 -4.95276
C 1.11172 1.60288 -4.45510
C 0.83981 1.58408 -3.09321
C -0.41199 2.26427 -2.56579
C -1.70173 1.76855 -3.21958
C -0.27318 3.78201 -2.72736
C 1.80412 1.02350 -2.23686
N 1.51736 0.99261 -0.83554
C 1.95840 1.92462 -0.03912
C 1.68070 1.83026 1.31505
C 2.16053 2.51983 2.42417
C 1.72899 1.80830 3.52674
C 0.99256 0.69137 3.08116
N 0.93985 0.72753 1.73031
C 0.41831 -0.36377 3.99969
C -1.09623 -0.17312 4.14020
C 0.77531 -1.75890 3.48374
C 1.03484 -0.22239 5.39690
H 6.20965 1.03663 -1.48514
H 4.87097 2.04146 -0.94487
H 5.25897 1.94285 -2.66788
H 4.77359 -0.58007 -2.48420
H 3.76940 0.22936 0.27239
H 5.02711 -0.90175 -0.18310
H 3.35122 -1.28586 -0.52341
H 4.17837 0.19443 -4.47401
H 2.48335 1.08100 -6.01795
H 0.39166 2.04438 -5.13384
H -0.50696 2.07287 -1.50060
H -1.66725 1.84469 -4.31009
H -2.54168 2.37416 -2.87688
H -1.91423 0.73665 -2.94047
H -0.21989 4.06920 -3.78024
H 0.62927 4.14921 -2.23405
H -1.13114 4.28120 -2.27528
H 2.55933 2.72787 -0.45288
H 2.77684 3.40411 2.40421
H 1.94781 2.03061 4.55620
H -1.60523 -0.24314 3.18605
H -1.31995 0.80732 4.56402
H -1.50563 -0.93763 4.80467
H 0.40973 -1.93847 2.47983
H 0.34625 -2.51849 4.14037
H 1.85724 -1.89797 3.45844
H 0.74306 0.71148 5.87897
H 2.12389 -0.27459 5.36133
H 0.67599 -1.04107 6.02235
N 0.07715 -1.66801 -3.71480
C 0.28919 -1.87881 -2.41210
O -0.45045 -1.16011 -1.61157
C 1.18423 -2.88633 -2.02109
C 1.30229 -3.30262 -0.68058
N 1.41843 -3.64946 0.41481
C 1.97737 -3.50159 -3.02117
N 2.59325 -3.93331 -3.89583
H -0.46919 -0.87219 -3.98975
H 0.57067 -2.20227 -4.41001
*
```

Summary:
HOMO-LUMO gap (eV): 5.6
Relative energy (zero: lowest compared OMol25 entry of this formula, charge and spin) (eV): 0.0000
E_HOMO (eV): -7.4

Löwdin atomic charge list, values in e, 2 entries: 1.430, 0.691